Entry from the Open Molecules 2025 dataset: a 3-piece molecular cluster, C31H46ClF2NO4S overall in a non-equilibrium geometry (the ωB97M-V functional and the def2-TZVPD basis).

Each line ends with the Mulliken charge.
Positions of all 86 atoms, in Å:
C 1.45 0.43 2.36  -1.62
C 1.63 0.47 0.83  -0.01
C 1.11 -0.79 0.13  -0.81
F 0.31 -1.58 0.95  -0.34
C 0.39 -0.56 -1.23  -0.53
O 1.34 0.22 -1.91  -0.12
C 1.60 -0.05 -3.27  -0.53
C 2.72 -1.10 -3.49  0.14
C 2.24 -2.39 -4.14  -1.42
O 3.41 -1.39 -2.28  -0.56
N 0.25 -1.87 -1.82  0.49
C -1.06 -2.28 -1.98  -0.84
O -1.43 -3.42 -2.21  -0.67
C -1.93 -1.03 -1.90  1.44
S -2.09 -0.77 -3.77  -0.33
C -3.39 -1.29 -1.46  -1.93
C -3.67 -1.86 -0.07  1.30
C -2.96 -3.13 0.31  -1.35
F -5.06 -2.11 -0.07  -0.47
C -1.07 0.09 -1.21  3.71
C -1.53 0.37 0.23  -2.74
C -2.77 1.25 0.39  -1.51
C -2.85 1.70 1.85  -0.62
Cl -4.30 2.71 2.10  -0.22
C -1.06 1.41 -2.01  -2.41
C -0.49 2.68 -1.33  -0.26
C 0.76 3.20 -2.04  -1.25
O -1.47 3.74 -1.38  -0.70
H 2.25 -0.16 2.80  0.44
H 1.57 1.44 2.75  0.38
H 0.49 0.04 2.66  0.24
H 1.22 1.38 0.42  -0.50
H 2.70 0.52 0.64  0.42
H 1.98 -1.39 -0.13  1.09
H 1.95 0.89 -3.68  0.40
H 0.70 -0.32 -3.83  0.15
H 3.43 -0.66 -4.20  0.48
H 1.47 -2.13 -4.87  0.35
H 1.82 -3.08 -3.41  0.30
H 3.05 -2.88 -4.68  0.39
H 4.22 -0.90 -2.25  0.33
H 0.76 -2.62 -1.37  0.53
H -2.99 0.22 -3.78  0.19
H -3.95 -0.37 -1.59  0.34
H -3.81 -2.00 -2.17  0.63
H -3.54 -1.15 0.74  -0.17
H -1.91 -2.89 0.51  0.22
H -3.02 -3.91 -0.43  0.30
H -3.37 -3.46 1.27  0.48
H -0.74 0.87 0.78  0.12
H -1.67 -0.57 0.75  1.55
H -3.71 0.74 0.19  0.56
H -2.75 2.14 -0.22  0.62
H -1.97 2.27 2.15  0.33
H -2.98 0.83 2.49  0.31
H -2.09 1.65 -2.26  0.66
H -0.55 1.30 -2.96  1.28
H -0.21 2.53 -0.29  0.68
H 0.89 4.25 -1.78  0.45
H 0.71 3.08 -3.11  0.31
H 1.65 2.69 -1.66  -0.12
H -1.78 3.91 -0.49  0.42
C 5.56 6.46 -0.24  -0.42
C 5.33 5.36 -1.06  -0.51
C 4.33 4.46 -0.74  -0.26
C 3.55 4.65 0.39  0.03
C 3.78 5.75 1.21  -0.59
C 4.79 6.65 0.89  -0.34
H 6.35 7.16 -0.49  0.36
H 5.94 5.21 -1.94  0.37
H 4.15 3.60 -1.38  0.34
H 2.76 3.95 0.64  0.29
H 3.17 5.91 2.09  0.37
H 4.97 7.51 1.53  0.36
C -2.74 -4.11 5.51  -0.47
C -1.90 -3.82 4.45  -0.31
C -1.20 -4.84 3.82  -0.26
C -1.36 -6.15 4.24  -0.51
C -2.20 -6.44 5.30  -0.37
C -2.89 -5.42 5.94  -0.37
H -3.28 -3.32 6.01  0.37
H -1.78 -2.80 4.12  0.43
H -0.54 -4.61 2.99  0.41
H -0.82 -6.95 3.74  0.37
H -2.32 -7.47 5.63  0.36
H -3.55 -5.65 6.77  0.35

## Properties
* SMILES string: CC[C@@H](F)[C@@]1(OC[C@H](C)O)NC(=O)[C@@](S)(C[C@H](C)F)[C@]1(CCCCl)C[C@@H](C)O.c1ccccc1.c1ccccc1
* HOMO energy: -9.3977 eV
* LUMO energy: 0.2568 eV
* DFT total energy: -71365.7369 eV
* max |F|: 0.02720 hartree/bohr

---

Entry from the Open Molecules 2025 dataset: C31H46ClN4O9P2STi as an isolated structure in a non-equilibrium geometry (the ωB97M-V functional and the def2-TZVPD basis).

Each line ends with the Mulliken charge.
Positions of all 95 atoms, in Å:
Ti 0.18 -1.30 -1.86  -0.20
N 0.84 -5.00 0.71  -0.54
C 0.73 -3.84 -0.06  0.37
S -0.43 -3.87 -1.34  -0.58
N 1.54 -2.88 0.29  -1.30
N 1.61 -1.80 -0.61  1.52
C 2.81 -1.21 -0.60  -1.97
C 3.21 -0.13 -1.44  1.07
C 4.55 0.32 -1.42  -0.50
C 5.02 1.30 -2.27  -0.87
C 4.15 1.88 -3.20  -0.67
C 2.82 1.47 -3.23  -1.02
C 2.32 0.51 -2.36  0.27
O 1.03 0.22 -2.37  0.02
H 0.00 -5.56 0.70  0.27
H 1.25 -4.86 1.62  0.26
H 3.55 -1.65 0.05  0.49
H 5.23 -0.16 -0.72  0.42
H 6.06 1.61 -2.22  0.40
H 4.51 2.62 -3.90  0.46
H 2.12 1.88 -3.95  1.00
C -4.89 -0.92 1.98  -1.45
C -3.71 -0.68 1.07  0.77
C -3.82 0.60 0.25  -1.19
O -2.52 -0.59 1.92  0.28
P -1.21 -1.33 1.39  -0.92
O -1.10 -1.26 -0.08  0.62
C 0.09 -0.52 2.35  -0.40
P 0.50 1.17 1.78  -0.36
O 0.84 1.25 0.37  -0.19
O -0.77 2.03 2.16  -0.06
C -1.12 2.81 3.33  0.69
C -1.04 1.99 4.60  -1.13
C -0.31 4.09 3.39  -1.42
O 1.60 1.67 2.81  -0.35
C 3.05 1.54 2.60  0.54
C 3.45 0.08 2.50  -1.13
C 3.51 2.35 1.40  -0.97
O -1.35 -2.81 1.92  0.03
C -1.68 -3.12 3.29  0.80
C -2.68 -4.26 3.24  -1.54
C -0.43 -3.50 4.06  -1.30
H -5.80 -1.01 1.39  0.40
H -5.01 -0.08 2.68  0.26
H -4.76 -1.83 2.56  0.24
H -3.59 -1.52 0.38  0.31
H -3.91 1.46 0.92  0.21
H -4.70 0.54 -0.39  0.48
H -2.94 0.71 -0.38  0.11
H 0.98 -1.14 2.19  0.29
H -0.21 -0.50 3.40  0.66
H -2.17 3.07 3.15  0.43
H 0.00 1.69 4.79  0.20
H -1.67 1.10 4.53  0.11
H -1.38 2.59 5.45  0.53
H 0.73 3.87 3.62  0.20
H -0.72 4.75 4.16  0.51
H -0.36 4.61 2.43  0.30
H 3.45 1.97 3.51  0.32
H 3.09 -0.35 1.56  0.02
H 3.06 -0.49 3.35  0.28
H 4.54 0.00 2.50  0.55
H 2.99 2.04 0.50  -0.04
H 4.58 2.20 1.25  0.46
H 3.33 3.42 1.57  0.33
H -2.15 -2.25 3.75  0.25
H -2.23 -5.11 2.72  0.30
H -3.57 -3.97 2.68  0.32
H -2.96 -4.56 4.25  0.40
H -0.02 -4.44 3.66  0.27
H -0.67 -3.64 5.11  0.43
H 0.34 -2.74 3.96  0.22
Cl -3.14 -1.71 -8.23  -0.29
C -2.59 -1.43 -6.58  0.31
C -3.39 -0.69 -5.72  -0.80
C -2.96 -0.54 -4.40  -0.60
C -1.77 -1.08 -3.93  0.04
O -1.45 -0.98 -2.64  0.16
C -0.91 -1.76 -4.86  1.60
C 0.37 -2.24 -4.51  -1.04
O 0.94 -2.17 -3.32  -0.13
C -1.38 -1.95 -6.19  -1.16
H -4.32 -0.26 -6.06  0.40
H -3.56 0.02 -3.69  0.34
H 0.96 -2.73 -5.28  0.19
H -0.77 -2.51 -6.89  0.37
C 1.44 4.79 -3.58  -0.98
C 0.43 4.53 -2.47  0.00
C -0.41 3.34 -2.70  0.25
N -1.09 2.43 -2.89  -0.45
H 1.95 5.74 -3.41  0.38
H 0.95 4.84 -4.55  0.30
H 2.19 4.00 -3.61  0.08
H -0.24 5.38 -2.37  0.42
H 0.94 4.40 -1.51  0.04

## Properties
* 2S+1: 3
* relative energy (zero: lowest compared OMol25 entry of this formula, charge and spin): 0.367 eV
* ⟨S²⟩: 2.066
* HOMO energy (spin up / spin down): -1.9889 / -4.2613 eV
* LUMO energy (spin up / spin down): 2.0434 / 2.0429 eV
* net charge: -1
* DFT total energy: -122341.6553 eV
* max |F|: 0.03784 hartree/bohr

---

Entry from the Open Molecules 2025 dataset: C31H46HgN4O3PS4 as an isolated structure in a non-equilibrium geometry (the ωB97M-V functional and the def2-TZVPD basis).

Each line ends with the Mulliken charge.
Positions of all 90 atoms, in Å:
Hg 0.26 1.93 0.51  2.12
C 0.26 5.34 2.64  0.05
C -0.77 5.96 1.79  -0.99
S 0.80 3.47 -1.18  -0.36
C 2.48 2.97 -1.74  -0.63
C 3.47 2.52 -0.69  -0.83
S 3.09 0.84 -0.09  0.22
C 4.25 0.76 1.35  -1.34
C 3.45 0.97 2.62  0.16
S 2.49 2.56 2.75  -0.04
C 1.67 2.34 4.35  -0.53
C 0.85 3.56 4.74  -0.96
S -0.50 3.97 3.64  -0.07
H 0.54 6.00 3.51  0.40
H 1.08 4.92 2.10  0.09
H -0.65 6.25 0.72  0.32
H -1.79 6.21 2.26  0.28
H 2.83 3.96 -2.08  0.40
H 2.36 2.21 -2.46  0.21
H 3.54 3.24 0.16  0.27
H 4.47 2.54 -1.08  0.57
H 4.73 -0.18 1.37  0.55
H 5.03 1.44 1.12  0.47
H 4.18 0.94 3.40  0.59
H 2.70 0.18 2.77  -0.45
H 2.42 2.12 5.13  0.56
H 1.03 1.43 4.40  0.08
H 1.49 4.39 4.68  0.46
H 0.58 3.43 5.85  0.40
N -2.08 1.89 1.67  -0.41
N -2.10 0.86 2.57  0.09
C -0.88 0.18 2.75  -0.28
O -0.88 -0.62 3.68  -0.79
O 0.04 0.32 1.88  -0.16
H -2.00 2.87 2.04  0.03
H -2.80 1.87 0.95  0.16
H -2.57 1.03 3.43  0.29
C 2.56 -4.27 0.86  -1.82
C 1.59 -3.66 1.86  2.28
C 0.76 -4.77 2.44  -1.95
C 0.73 -2.69 1.09  -1.55
N 2.41 -3.12 2.94  -0.40
N 1.74 -2.22 3.85  -0.49
H 2.05 -4.90 0.11  0.38
H 3.36 -4.88 1.35  0.44
H 3.01 -3.46 0.33  0.36
H 0.20 -5.32 1.66  0.30
H -0.06 -4.42 3.07  0.40
H 1.51 -5.38 2.85  0.52
H 0.41 -3.15 0.16  0.60
H 1.31 -1.69 0.91  -0.02
H -0.12 -2.43 1.76  0.16
H 3.19 -2.59 2.57  0.32
H 1.24 -2.73 4.57  0.26
H 1.10 -1.66 3.32  -0.08
O -0.49 0.46 -1.53  -0.27
P -1.35 -0.45 -2.38  0.59
C -2.15 -1.75 -1.41  0.87
C -2.93 -1.27 -0.36  -0.74
C -3.60 -2.21 0.45  -0.60
C -3.64 -3.52 0.05  -0.85
C -2.76 -3.97 -0.92  -0.27
C -2.08 -3.11 -1.70  -0.85
C -2.74 0.51 -3.13  0.39
C -4.09 0.27 -2.91  -0.28
C -5.01 1.03 -3.64  -0.60
C -4.66 2.08 -4.50  -0.36
C -3.25 2.34 -4.73  -0.68
C -2.40 1.62 -3.95  -0.39
C -0.34 -1.20 -3.76  0.19
C 0.89 -0.53 -3.91  -0.40
C 1.73 -0.84 -4.95  -0.38
C 1.34 -1.81 -5.88  -0.59
C 0.09 -2.36 -5.81  -0.84
C -0.81 -2.07 -4.73  -0.09
H -2.92 -0.22 -0.10  0.20
H -4.24 -1.91 1.27  0.45
H -4.28 -4.25 0.63  0.27
H -2.66 -5.03 -0.98  0.45
H -1.43 -3.57 -2.46  0.41
H -4.36 -0.43 -2.18  0.54
H -6.05 0.80 -3.46  0.40
H -5.47 2.65 -4.93  0.36
H -2.99 3.23 -5.29  0.39
H -1.27 1.83 -4.05  0.07
H 1.11 0.19 -3.14  0.18
H 2.73 -0.37 -4.98  0.35
H 2.01 -2.01 -6.68  0.43
H -0.24 -2.96 -6.55  0.52
H -1.79 -2.53 -4.64  0.50

## Properties
* 2S+1: 2
* relative energy (zero: lowest compared OMol25 entry of this formula, charge and spin): 1.972 eV
* ⟨S²⟩: 0.754
* HOMO energy (spin up / spin down): -8.0330 / -8.0404 eV
* LUMO energy (spin up / spin down): 0.4365 / -0.2449 eV
* DFT total energy: -101798.4467 eV
* max |F|: 0.08298 hartree/bohr